DFT (the ωB97M-V functional and the def2-TZVPD basis) results for C49H65NO6PbS2 as an isolated structure in a non-equilibrium geometry.

**Kohn-Sham gap**: 0.1645 Ha
**Total charge**: -2
**LUMO**: 3.34 eV
**2S+1**: 1

Last column: Löwdin charge in e.
CARTESIAN COORDINATES (ANGSTROEM)
Pb1 1.243 0.979 -4.276  1.029
S1 0.721 2.769 -8.901  0.988
S2 3.627 0.480 -4.359  -0.094
O1 1.247 -1.802 -4.717  -0.201
O2 3.229 3.471 -3.812  -0.174
O3 -1.971 0.769 -3.229  -0.192
O4 3.065 -1.146 -1.179  -0.140
O5 0.044 -1.810 -1.964  -0.049
O6 0.840 1.254 -1.347  -0.113
N1 1.375 1.338 -6.900  -0.149
C1 3.018 6.071 2.006  -0.083
C2 0.357 4.614 -0.258  -0.014
C3 4.460 -1.177 -1.447  -0.111
C4 1.931 -1.681 2.850  -0.172
C5 2.559 -1.108 5.133  -0.096
C6 0.214 -1.340 4.686  -0.043
C7 -2.645 -0.024 3.021  -0.056
C8 -4.060 -5.814 0.800  -0.095
C9 0.470 1.499 -7.857  -0.522
C10 2.606 -0.139 1.041  -0.089
C11 2.392 2.245 -7.043  -0.268
C12 1.904 -2.675 1.916  0.004
C13 2.099 -2.464 0.531  -0.100
C14 0.021 3.343 -0.731  -0.145
C15 2.123 3.189 -8.012  -0.392
C16 0.959 2.262 -0.599  -0.374
C17 2.311 3.668 0.842  -0.033
C18 -2.337 0.777 -1.896  -0.178
C19 -3.301 -0.403 -0.030  0.003
C20 -3.711 0.730 2.156  -0.514
C21 -2.534 -3.858 -0.481  -0.044
C22 -2.014 -2.870 -1.325  -0.129
C23 -0.551 -2.732 -1.348  -0.333
C24 -1.236 3.073 -1.540  -0.097
C25 1.719 -3.582 -0.439  -0.089
C26 3.021 1.275 0.597  -0.075
C27 2.299 -0.392 2.364  0.006
C28 -3.873 2.231 2.650  -0.063
C29 2.682 6.883 -0.352  -0.067
C30 2.032 2.417 0.349  -0.138
C31 0.211 -3.731 -0.574  -0.131
C32 2.023 6.229 0.851  -0.589
C33 -0.422 -4.685 0.200  -0.033
C34 -2.800 -1.805 -2.081  -0.088
C35 2.629 -1.243 0.105  -0.185
C36 -2.181 -5.945 2.473  -0.053
C37 0.809 7.094 1.257  -0.075
C38 -2.501 1.836 0.241  0.023
C39 1.803 -3.382 4.729  -0.057
C40 -2.060 -7.298 0.331  -0.064
C41 1.545 4.822 0.473  -0.209
C42 -2.844 -0.441 -1.361  -0.077
C43 1.588 -1.924 4.333  -0.557
C44 -2.998 0.963 -4.182  -0.088
C45 -2.532 -5.961 0.934  -0.542
C46 -2.066 1.905 -1.088  -0.115
C47 -3.162 0.709 0.724  -0.206
C48 -5.034 -0.010 2.327  -0.076
C49 -1.817 -4.838 0.190  -0.234
H1 3.240 2.079 -6.387  0.023
H2 1.151 -4.011 4.202  0.049
H3 -2.323 -4.977 2.907  0.060
H4 0.178 -5.388 0.754  0.097
H5 2.497 -1.426 6.180  0.077
H6 3.588 -1.372 4.799  0.107
H7 2.077 -4.545 -0.055  0.104
H8 -0.634 -1.854 4.208  0.079
H9 2.817 -3.698 4.412  0.101
H10 -1.865 3.965 -1.448  0.113
H11 -5.370 -0.045 3.374  0.075
H12 3.935 5.604 1.642  0.076
H13 4.784 -2.223 -1.564  0.083
H14 -1.101 -7.585 0.648  0.047
H15 3.487 6.205 -0.734  0.096
H16 -5.850 0.363 1.713  0.082
H17 -3.625 -3.922 -0.422  0.084
H18 2.985 3.799 1.681  0.081
H19 2.434 -0.062 5.129  0.058
H20 -4.836 -1.083 2.127  0.073
H21 -0.254 0.747 -8.086  0.070
H22 -4.423 -4.965 1.433  0.093
H23 -2.869 -6.577 3.055  0.068
H24 -2.922 2.714 2.877  0.069
H25 3.635 1.177 -0.369  0.134
H26 -2.750 -8.105 0.637  0.072
H27 -3.831 1.621 -3.862  0.101
H28 2.678 4.071 -8.204  0.047
H29 -4.421 -5.801 -0.254  0.090
H30 4.570 -0.661 -2.426  -0.032
H31 -4.370 2.809 1.875  0.075
H32 -2.375 -1.684 -3.056  0.092
H33 -3.419 0.013 -4.436  0.065
H34 -1.631 0.472 2.984  0.097
H35 0.984 -1.940 -3.760  0.019
H36 -0.195 5.482 -0.544  0.085
H37 1.692 -3.564 5.783  0.071
H38 0.151 7.280 0.384  0.070
H39 -4.505 -6.701 1.284  0.066
H40 -2.054 -7.235 -0.767  0.093
H41 2.270 0.413 3.064  0.100
H42 3.707 1.704 1.341  0.101
H43 -0.928 2.906 -2.576  0.096
H44 0.166 -0.291 4.357  0.081
H45 -4.450 2.237 3.591  0.072
H46 -2.370 2.690 0.932  0.115
H47 -2.888 0.044 4.074  0.065
H48 -1.115 -6.180 2.641  0.073
H49 3.555 2.562 -3.664  -0.146
H50 2.577 5.387 2.708  0.071
H51 -2.567 -1.085 2.697  0.091
H52 1.954 7.146 -1.108  0.071
H53 -2.536 1.305 -5.106  0.075
H54 3.128 7.830 0.010  0.074
H55 2.151 -3.250 -1.436  0.128
H56 1.688 -3.673 2.260  0.097
H57 2.201 -1.594 -4.642  -0.065
H58 3.281 7.063 2.450  0.086
H59 1.124 8.069 1.712  0.078
H60 5.043 -0.629 -0.692  0.085
H61 0.228 6.576 2.019  0.079
H62 3.526 4.038 -3.089  0.020
H63 -3.852 -2.106 -2.220  0.113
H64 0.068 -1.468 5.759  0.076
H65 -3.747 -1.296 0.418  0.113